(1)
Below is a structure of composition C52H45BaFGeN12S, with properties calculated with the ωB97M-V functional and the def2-TZVPD basis.

Output
E_LUMO (spin up / spin down) ... -1.56 / -1.56 eV
Highest occupied orbital energy (spin up / spin down) ... -6.1 / -6.1 eV
Total energy ... -5266.2532 a.u.
ΔE to the lowest compared entry with this formula, charge and spin ... 1.260 eV
Frontier orbital gap (spin up / spin down) ... 0.1682 / 0.1682 Ha

Element x y z (Å)
Ba (-0.23822, 0.61852, -0.09299)
C (3.52918, -3.16953, 4.51516)
C (3.76148, -1.94232, 5.12831)
C (3.06088, -0.80457, 4.73814)
C (2.15794, -0.93092, 3.70404)
C (1.19638, 0.03370, 3.11541)
N (1.03421, 1.24084, 3.53896)
C (0.05893, 2.12610, 3.12747)
C (-0.33316, 3.32581, 3.87702)
C (0.12098, 3.89233, 5.05730)
C (-0.49479, 5.05396, 5.49808)
C (-1.54758, 5.62634, 4.77836)
C (-2.01108, 5.05391, 3.60331)
C (-1.38844, 3.90161, 3.15008)
C (-1.63990, 3.02034, 1.99830)
N (-2.62700, 3.13886, 1.14090)
C (-3.11385, 2.23916, 0.26454)
N (-2.78796, 0.92770, 0.20608)
C (-3.54598, 0.27801, -0.68312)
N (-3.56096, -1.07423, -0.84045)
C (-2.72237, -1.93702, -0.35498)
N (-1.45556, -1.69328, 0.19809)
C (-0.93849, -2.77824, 0.66840)
N (0.34130, -2.88417, 1.25919)
C (0.88152, -1.89604, 2.05670)
N (0.48397, -0.65773, 2.12873)
C (1.94817, -2.15252, 3.06530)
C (2.60509, -3.29170, 3.48165)
C (-1.87220, -3.91122, 0.49121)
C (-1.87765, -5.22269, 0.93497)
C (-2.97544, -6.01246, 0.62109)
C (-4.05035, -5.49397, -0.10121)
C (-4.06696, -4.16570, -0.50611)
C (-2.96889, -3.38126, -0.20336)
C (-4.47193, 1.22653, -1.28964)
C (-5.47114, 1.10820, -2.25192)
C (-6.17972, 2.24102, -2.60297)
C (-5.90384, 3.48084, -2.00682)
C (-4.91652, 3.60846, -1.04869)
C (-4.19535, 2.47317, -0.68795)
N (-0.68617, 2.01613, 2.05779)
H (4.07191, -4.04368, 4.84955)
H (4.48437, -1.87896, 5.93096)
H (3.20194, 0.14881, 5.22894)
H (0.92948, 3.43446, 5.61149)
H (-0.16210, 5.52493, 6.41380)
H (-2.01012, 6.53118, 5.15091)
H (-2.83445, 5.48746, 3.05164)
H (2.41566, -4.25309, 3.02443)
H (-1.05514, -5.62393, 1.50906)
H (-3.00081, -7.04368, 0.94755)
H (-4.89350, -6.13321, -0.32906)
H (-4.91544, -3.74292, -1.02726)
H (-5.68605, 0.14895, -2.70533)
H (-6.96341, 2.17560, -3.34656)
H (-6.48087, 4.34752, -2.30252)
H (-4.70551, 4.56108, -0.57980)
Ge (1.55289, -3.68399, -0.08899)
C (1.04075, -5.54273, -0.26567)
C (0.40068, -5.92604, -1.44268)
C (-0.04062, -7.22997, -1.61807)
C (0.15368, -8.16634, -0.61459)
C (0.79314, -7.79968, 0.56232)
C (1.23396, -6.49627, 0.73350)
C (3.38663, -3.40559, 0.44411)
C (3.90083, -2.10927, 0.49957)
C (5.21155, -1.90850, 0.90914)
C (6.01607, -2.98760, 1.24694)
C (5.51806, -4.27995, 1.16156)
C (4.20685, -4.48743, 0.76046)
H (1.13265, -2.92034, -1.33925)
H (0.22162, -5.19455, -2.22280)
H (-0.54637, -7.50993, -2.53264)
H (-0.19478, -9.18253, -0.74615)
H (0.94327, -8.52840, 1.34825)
H (1.70841, -6.22336, 1.66957)
H (3.26965, -1.26873, 0.21952)
H (5.60655, -0.90191, 0.96026)
H (7.03708, -2.82265, 1.56660)
H (6.14888, -5.12496, 1.40622)
H (3.83190, -5.50144, 0.68842)
C (1.01753, -0.95267, -3.91534)
S (-0.56202, -1.03245, -3.06427)
C (-1.70907, -0.81104, -4.43273)
H (1.15583, -1.81144, -4.57122)
H (1.76909, -0.94129, -3.12593)
H (1.10313, -0.03508, -4.50020)
H (-1.50878, 0.11452, -4.97431)
H (-2.70748, -0.75335, -4.00013)
H (-1.67106, -1.65099, -5.12512)
F (1.72079, -0.33875, -0.91765)
C (-0.01721, 4.23838, -1.29862)
N (0.09329, 2.91315, -1.93297)
C (1.41216, 2.81392, -2.58049)
N (1.60775, 3.86703, -3.57512)
C (1.46181, 5.16161, -2.90393)
N (0.15192, 5.31973, -2.26723)
C (-0.87816, 5.16835, -3.29962)
N (-0.79410, 3.87554, -3.98451)
C (-0.94088, 2.82461, -2.98230)
C (0.54129, 3.75570, -4.57444)
H (0.74921, 4.32650, -0.52396)
H (-1.00018, 4.32437, -0.82722)
H (1.49549, 1.83556, -3.05618)
H (2.19166, 2.88532, -1.81880)
H (1.59513, 5.95670, -3.64042)
H (2.23911, 5.25618, -2.14272)
H (-0.76213, 5.96682, -4.03532)
H (-1.86217, 5.25819, -2.83475)
H (-0.85813, 1.84820, -3.46492)
H (-1.92941, 2.90184, -2.51836)
H (0.67114, 4.54386, -5.31906)
H (0.62235, 2.78683, -5.07286)

Atom charges from the Löwdin analysis, given in e for atoms 1 to 99:
1. Ba 1.87
2. C -0.06
3. C -0.06
4. C 0.00
5. C -0.10
6. C -0.25
7. N 0.21
8. C -0.27
9. C -0.11
10. C -0.02
11. C -0.08
12. C -0.08
13. C -0.02
14. C -0.10
15. C -0.29
16. N 0.20
17. C -0.33
18. N -0.04
19. C -0.31
20. N 0.21
21. C -0.28
22. N 0.01
23. C -0.30
24. N 0.02
25. C -0.29
26. N 0.02
27. C -0.11
28. C -0.02
29. C -0.10
30. C -0.02
31. C -0.07
32. C -0.07
33. C -0.01
34. C -0.10
35. C -0.11
36. C -0.03
37. C -0.09
38. C -0.09
39. C -0.03
40. C -0.12
41. N -0.03
42. H 0.11
43. H 0.10
44. H 0.12
45. H 0.11
46. H 0.10
47. H 0.10
48. H 0.11
49. H 0.10
50. H 0.10
51. H 0.10
52. H 0.10
53. H 0.11
54. H 0.11
55. H 0.10
56. H 0.10
57. H 0.11
58. Ge 1.08
59. C -0.32
60. C -0.11
61. C -0.08
62. C -0.08
63. C -0.08
64. C -0.14
65. C -0.31
66. C -0.10
67. C -0.07
68. C -0.08
69. C -0.09
70. C -0.12
71. H 0.01
72. H 0.10
73. H 0.11
74. H 0.10
75. H 0.10
76. H 0.10
77. H 0.07
78. H 0.11
79. H 0.10
80. H 0.10
81. H 0.09
82. C -0.40
83. S 0.69
84. C -0.40
85. H 0.04
86. H 0.01
87. H 0.03
88. H 0.03
89. H 0.03
90. H 0.04
91. F -0.80
92. C -0.18
93. N -0.18
94. C -0.18
95. N -0.08
96. C -0.17
97. N -0.08
98. C -0.17
99. N -0.08


(2)
Below is a structure of composition C43H52BeN7O3, with properties calculated with the ωB97M-V functional and the def2-TZVPD basis.

Output
E_LUMO ... -4.40 eV
Total charge ... +1
Highest occupied orbital energy ... -10.2 eV
Total energy ... -2293.1224 a.u.
ΔE to the lowest compared entry with this formula, charge and spin ... 0.000 eV
Frontier orbital gap ... 0.2127 Ha

Element x y z (Å)
Be (0.60156, -2.12282, -2.71176)
C (0.21708, 1.60573, -0.04006)
C (-0.27433, 0.18736, 0.22352)
O (0.39803, -0.76945, -0.54952)
H (-0.30666, 2.30207, 0.61792)
H (0.28257, 1.90654, -1.08265)
H (1.23382, 1.60281, 0.37079)
H (-1.35248, 0.20311, -0.00646)
H (-0.25471, -0.13083, 1.27269)
N (3.61683, -1.20326, 2.58746)
C (4.63289, -0.78644, 3.39127)
C (4.67604, 0.46514, 3.96250)
C (3.70249, 1.39477, 3.62335)
C (2.66458, 1.01500, 2.79830)
C (2.70758, -0.28060, 2.26582)
H (5.35564, -1.53613, 3.68464)
H (5.47919, 0.79793, 4.60537)
H (3.70850, 2.42045, 3.96846)
H (1.95332, 1.72659, 2.40212)
H (1.93260, -0.54277, 1.55170)
N (-3.73068, -2.58790, 2.68899)
C (-4.20194, -2.40368, 3.93457)
C (-3.47471, -1.79468, 4.95739)
C (-2.14756, -1.42357, 4.69194)
C (-1.67282, -1.57590, 3.40042)
C (-2.49689, -2.12530, 2.42113)
H (-5.21531, -2.75589, 4.07102)
H (-3.87845, -1.67091, 5.95170)
H (-1.56526, -0.86563, 5.41209)
H (-0.71253, -1.16851, 3.11220)
H (-2.04398, -2.25406, 1.44599)
N (-3.70022, 2.33235, -4.54379)
C (-3.36997, 1.52198, -3.51685)
C (-2.60223, 1.92457, -2.43620)
C (-2.07447, 3.23078, -2.44921)
C (-2.28919, 4.02852, -3.57252)
C (-3.10547, 3.52033, -4.58969)
H (-3.72892, 0.50490, -3.61162)
H (-2.51614, 1.37027, -1.51146)
H (-1.44059, 3.67341, -1.69476)
H (-1.86070, 5.02002, -3.59782)
H (-3.36118, 4.14175, -5.43887)
N (2.05351, -0.40486, -3.63555)
C (2.52583, -0.37094, -4.89813)
C (3.16259, 0.73385, -5.44158)
C (3.31373, 1.87187, -4.67404)
C (2.81936, 1.90656, -3.37982)
C (2.22406, 0.73990, -2.92357)
H (2.32079, -1.18150, -5.58571)
H (3.57078, 0.61133, -6.43426)
H (3.92151, 2.68295, -5.05405)
H (2.91416, 2.74733, -2.71019)
H (1.93110, 0.68802, -1.88170)
N (2.89921, -2.65060, -1.88256)
C (3.34777, -2.44538, -0.62175)
C (4.66974, -2.57532, -0.25877)
C (5.60208, -3.04469, -1.19443)
C (5.16430, -3.26956, -2.49196)
C (3.82418, -3.01105, -2.76071)
H (2.67053, -2.04116, 0.11698)
H (5.00656, -2.34461, 0.74053)
H (6.58984, -3.18025, -0.77543)
H (5.85522, -3.56170, -3.26877)
H (3.51200, -3.19142, -3.78346)
N (0.35316, 4.93573, 3.84083)
C (0.02945, 4.84928, 2.53613)
C (0.89574, 5.16654, 1.49642)
C (2.19830, 5.55445, 1.78111)
C (2.54810, 5.66702, 3.14142)
C (1.59542, 5.35418, 4.10627)
H (-0.93247, 4.40217, 2.32020)
H (0.59070, 5.15320, 0.45892)
H (2.88820, 5.96152, 1.05512)
H (3.54682, 5.92917, 3.46104)
H (1.84236, 5.56967, 5.13861)
N (-1.71322, -2.96289, -2.56585)
C (-2.36353, -3.70567, -3.49773)
C (-3.73869, -3.84265, -3.54863)
C (-4.51035, -3.12426, -2.64060)
C (-3.88442, -2.48281, -1.61011)
C (-2.49312, -2.38012, -1.63863)
H (-1.76633, -4.21098, -4.24450)
H (-4.19747, -4.54351, -4.23065)
H (-5.59020, -3.09412, -2.69843)
H (-4.45067, -1.98434, -0.83632)
H (-1.94863, -1.90191, -0.83277)
C (-2.87925, 1.67092, 2.11611)
C (-3.52545, 2.57992, 1.13241)
O (-2.86353, 3.38122, 0.49659)
C (-5.02720, 2.48923, 0.95496)
H (-2.90932, 0.65150, 1.72406)
H (-3.40381, 1.71911, 3.07275)
H (-1.83576, 1.87994, 2.34791)
H (-5.66431, 2.97280, 1.69087)
H (-5.23288, 1.41820, 0.88806)
H (-5.19358, 2.90796, -0.03785)
C (-1.14862, -4.86154, 0.66461)
C (0.13336, -4.15687, 0.33993)
O (0.30482, -3.64677, -0.75135)
C (1.11023, -3.99129, 1.50048)
H (-0.95311, -5.92931, 0.76579)
H (-1.91701, -4.66787, -0.08214)
H (-1.52137, -4.43499, 1.59685)
H (0.87712, -3.00263, 1.89757)
H (2.15465, -4.10345, 1.21737)
H (0.91173, -4.79261, 2.21202)

Atom charges from the Löwdin analysis, given in e for atoms 1 to 99:
1. Be 0.95
2. C -0.09
3. C -0.46
4. O -0.34
5. H 0.05
6. H 0.06
7. H 0.05
8. H 0.06
9. H 0.07
10. N 0.06
11. C -0.14
12. C -0.07
13. C -0.07
14. C -0.05
15. C -0.15
16. H 0.10
17. H 0.11
18. H 0.10
19. H 0.09
20. H 0.07
21. N 0.06
22. C -0.14
23. C -0.05
24. C -0.06
25. C -0.08
26. C -0.18
27. H 0.10
28. H 0.10
29. H 0.11
30. H 0.09
31. H 0.08
32. N 0.05
33. C -0.15
34. C -0.07
35. C -0.08
36. C -0.06
37. C -0.16
38. H 0.09
39. H 0.08
40. H 0.09
41. H 0.10
42. H 0.10
43. N 0.04
44. C -0.14
45. C -0.05
46. C -0.05
47. C -0.02
48. C -0.11
49. H 0.11
50. H 0.11
51. H 0.12
52. H 0.12
53. H 0.08
54. N 0.05
55. C -0.12
56. C -0.04
57. C -0.04
58. C -0.05
59. C -0.17
60. H 0.07
61. H 0.09
62. H 0.11
63. H 0.11
64. H 0.10
65. N 0.06
66. C -0.15
67. C -0.08
68. C -0.07
69. C -0.08
70. C -0.17
71. H 0.09
72. H 0.10
73. H 0.10
74. H 0.10
75. H 0.10
76. N 0.03
77. C -0.12
78. C -0.04
79. C -0.05
80. C -0.04
81. C -0.13
82. H 0.11
83. H 0.11
84. H 0.12
85. H 0.12
86. H 0.08
87. C -0.03
88. C -0.49
89. O 0.04
90. C 0.00
91. H 0.07
92. H 0.10
93. H 0.07
94. H 0.09
95. H 0.08
96. H 0.08
97. C -0.01
98. C -0.46
99. O -0.02


(3)
Below is the molecule C2H5OP, with properties calculated with the ωB97M-V functional and the def2-TZVPD basis.

Output
E_LUMO ... 1.12 eV
Highest occupied orbital energy ... -9.8 eV
Total energy ... -495.6807 a.u.
ΔE to the lowest compared entry with this formula, charge and spin ... 2.716 eV
Frontier orbital gap ... 0.4000 Ha

Element x y z (Å)
P (-1.70444, 0.10749, -0.10291)
C (-0.00734, 0.18457, -0.69986)
C (1.05973, -0.25314, 0.11589)
O (0.84351, 1.11543, -0.05773)
H (-1.48034, 1.09850, 0.78194)
H (-1.62176, -0.77829, 1.09527)
H (0.32446, 0.08621, -1.90541)
H (0.66166, -0.75593, 1.10936)
H (1.92453, -0.80483, -0.33655)

Taken from the Löwdin analysis, the atomic charges in e are:
1. P 0.82
2. C -0.68
3. C -0.27
4. O -0.09
5. H -0.12
6. H -0.07
7. H 0.17
8. H 0.13
9. H 0.12


(4)
Below is a structure of composition C24H28FeN2O3S5, with properties calculated with the ωB97M-V functional and the def2-TZVPD basis.

Output
E_LUMO (spin up / spin down) ... 2.39 / 1.21 eV
Total charge ... -1
Highest occupied orbital energy (spin up / spin down) ... -5.5 / -5.5 eV
Spin multiplicity ... 6
Total energy ... -4521.2272 a.u.
ΔE to the lowest compared entry with this formula, charge and spin ... 0.506 eV
Frontier orbital gap (spin up / spin down) ... 0.2899 / 0.2480 Ha

Element x y z (Å)
Fe (-0.24465, -0.48128, -1.06756)
C (-4.37303, -1.58077, 1.13515)
C (-4.29463, -0.87275, -0.21155)
C (-5.63966, -0.95526, -0.94102)
C (-3.19477, -1.39782, -1.10801)
C (-2.59536, -2.63885, -0.93172)
C (-1.61823, -3.09243, -1.81005)
C (-1.21588, -2.33897, -2.90806)
C (-0.17447, -2.83908, -3.86561)
C (-1.82057, -1.08754, -3.09600)
C (-2.77914, -0.62433, -2.19975)
H (-5.07382, -1.05886, 1.78780)
H (-3.40096, -1.59459, 1.62805)
H (-4.72620, -2.60905, 1.02492)
H (-4.07008, 0.18072, -0.02213)
H (-5.88470, -1.99490, -1.17010)
H (-5.62106, -0.40132, -1.88009)
H (-6.43737, -0.54396, -0.32020)
H (-2.87177, -3.26039, -0.09178)
H (-1.15301, -4.05395, -1.63546)
H (0.78882, -2.37022, -3.65296)
H (-0.44120, -2.59194, -4.89350)
H (-0.05486, -3.91877, -3.78251)
H (-1.53735, -0.48381, -3.94714)
H (-3.22942, 0.34777, -2.36174)
C (3.88650, -2.50384, 1.37197)
C (2.82462, -3.44008, 0.77753)
C (3.47173, -4.32621, -0.29431)
C (2.23296, -4.31456, 1.88941)
C (1.76736, -2.61892, 0.16773)
C (0.91215, -1.90699, -0.32209)
H (4.69240, -3.08821, 1.82323)
H (3.44620, -1.86412, 2.13688)
H (4.30634, -1.86241, 0.59748)
H (4.26146, -4.93611, 0.15199)
H (3.90811, -3.71396, -1.08338)
H (2.73241, -4.99094, -0.74369)
H (3.01917, -4.91969, 2.34824)
H (1.46957, -4.98348, 1.48925)
H (1.77542, -3.69523, 2.66109)
S (-0.00876, 3.77235, 5.29840)
C (-0.19663, 3.18519, 3.74937)
S (-1.02201, 1.68353, 3.47221)
C (-0.72197, 1.80956, 1.77250)
N (-0.07545, 2.86839, 1.43949)
N (0.21798, 3.64453, 2.54389)
C (0.93656, 4.84538, 2.23011)
C (1.51930, 4.94175, 0.96661)
C (2.19848, 6.09212, 0.61097)
C (2.30989, 7.15379, 1.49962)
C (1.73107, 7.04576, 2.75225)
C (1.04128, 5.90023, 3.12685)
S (-1.30823, 0.58887, 0.69519)
H (1.43545, 4.12226, 0.26913)
H (2.64537, 6.14971, -0.37267)
H (2.83950, 8.05334, 1.21566)
H (1.81028, 7.85982, 3.46169)
H (0.59533, 5.83275, 4.10377)
O (3.63564, 1.60341, -2.76285)
S (2.39405, 2.19156, -3.17974)
O (2.09570, 2.14837, -4.58647)
O (1.94918, 3.35165, -2.45917)
S (0.93495, 0.58280, -2.49714)

Taken from the Löwdin analysis, the atomic charges in e are:
1. Fe 0.22
2. C -0.09
3. C -0.41
4. C -0.06
5. C -0.26
6. C -0.03
7. C -0.06
8. C -0.33
9. C -0.04
10. C -0.12
11. C -0.08
12. H 0.08
13. H 0.07
14. H 0.08
15. H 0.11
16. H 0.08
17. H 0.07
18. H 0.08
19. H 0.11
20. H 0.12
21. H 0.07
22. H 0.08
23. H 0.08
24. H 0.11
25. H 0.13
26. C -0.06
27. C -0.64
28. C -0.06
29. C -0.06
30. C -0.14
31. C -0.11
32. H 0.08
33. H 0.09
34. H 0.09
35. H 0.08
36. H 0.09
37. H 0.08
38. H 0.08
39. H 0.08
40. H 0.08
41. S 0.55
42. C -1.09
43. S 0.97
44. C -1.06
45. N 0.03
46. N -0.13
47. C -0.18
48. C -0.01
49. C -0.07
50. C -0.10
51. C -0.09
52. C -0.05
53. S 0.62
54. H 0.10
55. H 0.11
56. H 0.09
57. H 0.10
58. H 0.02
59. O -0.37
60. S 0.20
61. O -0.38
62. O -0.37
63. S 0.45